No. 1
{"formula": "H8O4", "method": "the ωB97M-V functional and the def2-TZVPD basis", "homo_lumo_gap_ev": 10.765, "e_tot_ha": -305.69085, "de_lowest_kcal_mol": 55.4, "max_force_ev_per_a": 9.61, "lumo_energy_ha": 0.0067, "species": ["O", "H", "H", "O", "H", "H", "O", "H", "H", "O", "H", "H"], "xyz": [[-1.65042, -2.46433, 0.58817], [-1.38942, -1.73933, 0.09817], [-2.59742, -2.60033, 0.21417], [1.00058, 1.30767, -2.02383], [0.77358, 2.13767, -2.21183], [0.82358, 1.03367, -2.86783], [-0.30642, 0.26367, 0.26417], [-0.05942, 0.49767, -0.51683], [-1.19042, 0.60767, 0.02017], [1.94658, 0.17667, 2.09217], [1.35658, 0.08967, 2.84617], [1.29258, 0.68967, 1.49717]], "forces_ev_per_angstrom": [[-3.8, -2.7, 0.3], [1.5, 2.6, -1.4], [2.4, 0.0, 1.2], [1.4, -3.5, 3.2], [-1.2, 6.2, 0.2], [-0.3, -2.7, -3.5], [-4.4, -1.4, 6.3], [4.8, 1.9, -8.1], [-0.5, -0.3, 1.7], [-1.8, 1.6, -1.2], [0.2, -0.4, 0.4], [1.7, -1.3, 0.9]], "nbo_charge": [-0.92, 0.47, 0.45, -0.91, 0.46, 0.46, -0.92, 0.46, 0.45, -0.95, 0.46, 0.48]}

No. 2
{"formula": "H8O4Rb", "method": "the ωB97M-V functional and the def2-TZVPD basis", "homo_lumo_gap_ev": 10.848, "total_charge": 1, "e_tot_ha": -329.39755, "de_lowest_kcal_mol": 180.7, "max_force_ev_per_a": 9.21, "lumo_energy_ha": -0.1346, "species": ["Rb", "O", "H", "H", "O", "H", "H", "O", "H", "H", "O", "H", "H"], "xyz": [[-0.12695, -0.67366, -0.07770], [-0.56501, 1.02060, -1.19869], [-0.55150, 0.95194, -2.15332], [-1.12151, 1.77874, -1.02046], [1.90881, -0.95743, -0.64037], [2.12022, -0.37001, -1.36597], [2.48462, -0.67703, 0.07099], [0.99442, -0.31071, 1.58786], [1.83234, 0.09546, 1.36615], [0.67339, 0.19392, 2.33520], [-2.19768, -0.50379, 0.29304], [-2.45047, 0.06603, 1.01943], [-3.00068, -0.61405, -0.21615]], "forces_ev_per_angstrom": [[-3.2, -8.2, -2.6], [-1.2, 5.6, -3.5], [0.0, 0.3, -0.6], [-0.2, 0.6, -0.2], [5.9, -0.6, -1.7], [0.6, 0.1, -0.5], [0.8, -0.5, -0.4], [4.1, 1.8, 6.7], [0.3, 0.4, 0.7], [0.2, 0.1, 0.8], [-6.0, 0.5, 1.0], [-0.5, 0.2, 0.5], [-0.7, -0.1, -0.1]], "mulliken_charge": [0.73, -0.52, 0.32, 0.30, -0.62, 0.35, 0.32, -0.59, 0.33, 0.32, -0.57, 0.33, 0.29]}

No. 3
{"formula": "H8O4Tl", "method": "the ωB97M-V functional and the def2-TZVPD basis", "homo_lumo_gap_ev": [11.305, 4.416], "total_charge": 2, "multiplicity": 2, "e_tot_ha": -477.48009, "de_lowest_kcal_mol": 1.6, "max_force_ev_per_a": 1.43, "lumo_energy_ha": [-0.3228, -0.5616], "species": ["Tl", "O", "H", "H", "O", "H", "H", "O", "H", "H", "O", "H", "H"], "xyz": [[-0.37053, -0.30766, -0.64149], [2.61228, -0.51425, -0.45999], [3.14818, -0.64901, -1.24158], [3.23995, -0.28130, 0.22412], [-2.16036, -2.31234, -1.87442], [-2.27342, -2.61383, -2.77584], [-2.96849, -2.57132, -1.43161], [0.97292, 2.15284, 0.23284], [1.79892, 2.58546, 0.01649], [0.61330, 2.66920, 0.95414], [-1.40215, 0.55180, 1.97140], [-2.18507, 0.17822, 2.37599], [-1.02549, 1.11215, 2.64991]], "forces_ev_per_angstrom": [[0.5, 0.6, 0.7], [-1.1, -0.5, -0.1], [0.2, 0.0, -0.7], [0.2, 0.4, 0.6], [1.1, 0.2, 0.9], [0.1, 0.1, -0.9], [-0.7, 0.1, 0.5], [-0.5, -1.0, 0.0], [0.4, 0.1, -0.5], [-0.4, 0.3, 0.2], [0.2, -0.2, -1.2], [-0.5, -0.4, 0.1], [0.5, 0.2, 0.3]], "lowdin_spin": [0.43, 0.15, 0.00, 0.00, 0.24, 0.00, 0.00, 0.08, 0.00, 0.00, 0.09, 0.00, 0.00]}

No. 4
{"formula": "H8O4Xe", "method": "the ωB97M-V functional and the def2-TZVPD basis", "homo_lumo_gap_ev": 11.050, "e_tot_ha": -635.10147, "max_force_ev_per_a": 0.56, "lumo_energy_ha": 0.0216, "species": ["Xe", "O", "H", "H", "O", "H", "H", "O", "H", "H", "O", "H", "H"], "xyz": [[0.99423, -1.83657, 0.45401], [-2.96228, -1.50378, -0.32028], [-3.65660, -1.50015, -0.97917], [-2.89278, -2.41937, -0.04992], [0.98965, 1.61016, -1.13525], [0.73042, 2.08494, -0.34556], [0.78485, 2.20896, -1.85339], [3.23705, -0.14911, 2.72127], [3.46367, 0.65497, 2.25400], [3.89011, -0.78661, 2.43258], [-1.78176, 0.82502, -1.15481], [-0.83135, 0.90361, -1.07254], [-1.96527, -0.09205, -0.95100]], "forces_ev_per_angstrom": [[0.0, 0.0, 0.0], [0.0, -0.1, 0.1], [-0.3, 0.1, -0.2], [0.1, -0.2, 0.1], [0.2, -0.3, 0.0], [0.0, 0.2, 0.3], [0.0, 0.2, -0.3], [-0.2, 0.0, 0.2], [0.0, 0.2, -0.1], [0.2, -0.2, -0.1], [-0.2, 0.5, -0.2], [0.4, 0.0, -0.1], [-0.2, -0.4, 0.3]], "nbo_charge": [0.00, -0.94, 0.48, 0.48, -0.94, 0.48, 0.48, -0.94, 0.47, 0.47, -0.99, 0.47, 0.48]}

No. 5
{"formula": "H8O8STl", "method": "the ωB97M-V functional and the def2-TZVPD basis", "homo_lumo_gap_ev": [8.897, 6.751], "multiplicity": 2, "e_tot_ha": -1177.33583, "max_force_ev_per_a": 3.23, "lumo_energy_ha": [-0.0110, -0.0754], "species": ["Tl", "S", "O", "O", "O", "O", "O", "H", "H", "O", "H", "H", "O", "H", "H", "O", "H", "H"], "xyz": [[-0.23384, -0.94748, -0.09739], [0.66025, 1.97699, -2.15136], [1.19581, 1.72659, -0.82818], [1.79035, 2.41339, -2.97994], [0.23680, 0.63619, -2.54816], [-0.39065, 2.97459, -2.09195], [0.42123, 0.14362, 2.55642], [1.27356, 0.53337, 2.75102], [-0.10354, 0.31094, 3.33927], [-1.53844, 1.73565, 0.17075], [-1.63462, 2.43053, -0.48052], [-2.24071, 1.89814, 0.80055], [-2.26957, -3.06104, -0.63707], [-3.12873, -3.35329, -0.33266], [-1.97501, -3.75514, -1.22672], [2.34885, -1.66616, 1.12804], [3.19739, -1.79859, 0.70533], [2.39089, -2.19830, 1.92258]], "forces_ev_per_angstrom": [[0.1, 0.8, -0.3], [-1.5, 0.7, -1.2], [1.9, -0.1, 2.6], [0.6, 0.1, 0.0], [-0.8, -0.8, -0.7], [-0.2, -0.3, -0.3], [-0.2, -0.3, 0.0], [0.3, 0.1, -0.2], [-0.2, 0.1, 0.2], [-0.3, -0.6, 0.6], [0.5, 0.4, -0.8], [-0.2, 0.0, 0.2], [0.1, 0.1, 0.1], [-0.3, 0.0, 0.1], [0.1, -0.2, -0.2], [-0.1, 0.1, -0.1], [0.3, 0.1, -0.3], [-0.1, -0.1, 0.3]], "lowdin_spin": [0.00, -0.04, 0.43, 0.40, 0.21, 0.00, 0.00, 0.00, 0.00, 0.00, 0.00, 0.00, 0.00, 0.00, 0.00, 0.00, 0.00, 0.00]}

No. 6
{"formula": "H9NO3", "method": "the ωB97M-V functional and the def2-TZVPD basis", "homo_lumo_gap_ev": 11.258, "e_tot_ha": -285.86448, "de_lowest_kcal_mol": 9.1, "max_force_ev_per_a": 0.44, "lumo_energy_ha": 0.0103, "species": ["N", "H", "H", "H", "O", "H", "H", "O", "H", "H", "O", "H", "H"], "xyz": [[-1.67600, 0.55494, 2.37133], [-1.52248, 1.53663, 2.16344], [-1.73444, 0.46917, 3.37975], [-2.60008, 0.32299, 2.01244], [3.02108, 0.84065, -0.12681], [2.17157, 0.40015, -0.26974], [2.89058, 1.71612, -0.50472], [-0.68955, 0.56484, -0.59454], [-1.21120, 1.17851, -1.11696], [-1.19124, 0.31433, 0.19206], [-0.30250, -2.20822, -1.68170], [-1.21108, -2.36099, -1.96402], [-0.31614, -1.32098, -1.28361]], "forces_ev_per_angstrom": [[-0.3, 0.0, -0.3], [0.0, 0.0, 0.1], [0.1, -0.1, -0.1], [0.0, 0.1, 0.2], [-0.3, 0.0, -0.1], [0.2, 0.1, 0.1], [0.0, 0.0, 0.0], [0.3, -0.2, -0.1], [-0.2, 0.0, 0.1], [0.1, 0.2, 0.1], [-0.1, 0.2, 0.1], [0.1, 0.0, 0.0], [0.0, -0.2, -0.2]], "nbo_charge": [-1.09, 0.36, 0.37, 0.36, -0.94, 0.48, 0.46, -0.97, 0.48, 0.50, -0.96, 0.46, 0.49]}

No. 7
{"formula": "HI2OP", "method": "the ωB97M-V functional and the def2-TZVPD basis", "homo_lumo_gap_ev": [8.349, 8.349], "e_tot_ha": -1012.55514, "de_lowest_kcal_mol": 44.2, "max_force_ev_per_a": 4.26, "lumo_energy_ha": [-0.0374, -0.0374], "species": ["O", "P", "I", "I", "H"], "xyz": [[-1.06189, 1.02218, 0.19306], [0.68520, -0.35717, 0.43780], [2.09741, 0.54636, -1.15899], [-0.15718, -2.34893, -0.47009], [-1.56353, 1.13756, 0.99823]], "forces_ev_per_angstrom": [[3.0, -2.0, -1.0], [-3.1, 2.4, 1.6], [0.4, 0.5, -0.9], [-0.4, -0.6, -0.5], [0.1, -0.4, 0.8]], "nbo_charge": [-0.96, 0.52, 0.01, -0.02, 0.46]}

No. 8
{"formula": "HINO", "method": "the ωB97M-V functional and the def2-TZVPD basis", "homo_lumo_gap_ev": [5.458, 7.053], "total_charge": -1, "e_tot_ha": -428.16183, "de_lowest_kcal_mol": 75.7, "max_force_ev_per_a": 3.00, "lumo_energy_ha": [0.1181, 0.1418], "species": ["N", "O", "I", "H"], "xyz": [[0.21266, -0.47135, -0.43798], [0.19135, -1.37262, 0.36595], [1.66024, 1.03185, 0.06359], [-2.06424, 0.81212, 0.00845]], "forces_ev_per_angstrom": [[-2.2, -1.9, -0.4], [-0.1, -0.2, -0.1], [2.0, 2.2, 0.6], [0.3, -0.1, -0.1]], "nbo_charge": [-0.14, -0.44, -0.30, -0.12]}